Entry 1:
The following is a quantum chemistry calculation of 2 unconnected molecules or ions with the total composition C5H15NO2, from the Open Molecules 2025 dataset.

For the frontier orbital gap, the calculation gives 0.35661 hartree. For the energy above the lowest of the compared OMol25 structures with the same formula, charge and spin, the calculation gives 145.4 kJ/mol. The total energy comes out at -11012.4394 eV. Its HOMO energy is -9.05 eV. Its SMILES is CN[C@H](C)CCO.O. The value obtained for the LUMO energy is 0.7 eV.

Last column: Löwdin charge in e.
Atoms and positions in Å:
C (0.462483, -1.951211, -0.967070)  -0.125
N (0.126930, -1.193616, 0.221270)  -0.091
C (-0.503655, 0.108387, -0.021436)  -0.421
C (0.405284, 1.099734, -0.730330)  -0.058
C (-1.052775, 0.674798, 1.304970)  -0.155
C (-2.235697, -0.123358, 1.806265)  -0.241
O (-3.447369, 0.109918, 1.028499)  -0.092
H (0.415545, -1.338414, -1.879887)  0.073
H (1.497463, -2.300822, -0.981434)  0.080
H (-0.208267, -2.796869, -1.114714)  0.073
H (0.929517, -0.998249, 0.811122)  0.107
H (-1.405303, -0.094311, -0.611110)  0.136
H (1.462243, 0.837426, -0.555937)  0.058
H (0.379498, 2.146926, -0.427800)  0.077
H (0.400019, 1.065530, -1.823444)  0.075
H (-0.266523, 0.686113, 2.060856)  0.122
H (-1.441481, 1.672193, 1.074605)  0.118
H (-2.071989, -1.200361, 1.741858)  0.108
H (-2.525149, 0.115246, 2.829443)  0.110
H (-3.203014, 0.678344, 0.286446)  0.063
O (4.311324, 0.670486, -1.426976)  -0.043
H (3.360416, 0.577784, -1.367078)  -0.001
H (4.610499, 1.554326, -1.258118)  0.026

Atomic forces in eV per Å
0.376 0.272 -0.786
-0.104 0.662 0.513
-0.651 -0.270 0.416
1.619 0.121 -0.684
-0.249 -0.437 -0.590
-1.224 -0.475 -0.217
0.731 0.306 -0.074
-0.210 -0.004 0.116
-0.105 -0.211 0.379
0.016 -0.077 0.080
0.095 -0.372 -0.179
0.210 0.030 -0.322
-0.211 -0.143 0.460
-0.615 -0.035 0.083
-0.610 0.038 0.031
0.034 0.323 0.040
0.391 0.226 0.412
0.384 0.052 0.115
0.333 0.135 0.104
-0.224 -0.134 0.127
0.440 -1.221 -0.285
-0.060 0.553 0.089
-0.365 0.661 0.173

***

Entry 2:
The following is a quantum chemistry calculation of a molecular structure, C10H11AuN4O5, from the Open Molecules 2025 dataset.

For the frontier orbital gap, the calculation gives 0.31174 hartree. The total energy comes out at -30435.7996 eV. Its HOMO energy is -8.21 eV. The value obtained for the LUMO energy is 0.3 eV.

Last column: Löwdin charge in e.
Atoms and positions in Å:
Au (1.061194, 0.936096, 1.243104)  0.899
O (2.701603, -0.479776, -0.126413)  -0.053
C (2.409622, -1.635587, -0.379500)  -0.221
C (1.085301, -2.223654, -0.437008)  -0.126
C (1.028531, -3.585594, -0.733378)  0.039
C (-0.175730, -4.231422, -0.848092)  -0.162
C (-1.377992, -3.528159, -0.682456)  0.006
C (-1.346339, -2.194818, -0.395553)  0.005
C (-0.120421, -1.480045, -0.251998)  -0.354
O (-0.178747, -0.221791, -0.004564)  -0.226
N (-0.205406, -5.649536, -1.153155)  -0.366
O (-1.293696, -6.191076, -1.246706)  0.061
O (0.856445, -6.230539, -1.300476)  0.059
H (3.223264, -2.351075, -0.604740)  0.125
H (1.944262, -4.144587, -0.879645)  0.125
H (-2.313721, -4.059437, -0.783504)  0.119
H (-2.260887, -1.632187, -0.262129)  0.116
N (2.153285, 2.425787, 3.690894)  0.171
C (1.744187, 1.839165, 2.782828)  -0.261
H (2.505761, 2.931580, 4.473921)  0.101
C (-2.063244, 2.459818, -0.151755)  -0.080
N (-1.563171, 3.823061, -0.154095)  0.005
C (-0.234057, 4.099296, -0.210872)  -0.632
N (0.080232, 5.443854, -0.123712)  0.140
O (0.639851, 3.250445, -0.315832)  -0.028
H (-3.050699, 2.436891, -0.609084)  0.082
H (-2.123210, 2.042479, 0.854866)  0.078
H (-1.389753, 1.833538, -0.728457)  0.064
H (-2.180477, 4.555086, 0.149820)  0.128
H (-0.592454, 6.115897, -0.451675)  0.089
H (1.036454, 5.646275, -0.360620)  0.098

Atomic forces in eV per Å
-0.320 -0.439 0.189
-0.001 -0.097 -0.036
0.190 0.114 -0.012
-0.149 0.018 0.003
0.061 -0.054 -0.004
-0.063 0.153 0.027
0.028 -0.111 -0.016
0.024 0.083 0.008
-0.029 -0.171 -0.075
0.145 0.391 0.127
0.000 -0.197 -0.043
0.006 0.061 0.012
-0.011 0.058 0.016
0.015 -0.014 -0.001
-0.006 0.005 -0.002
0.005 0.007 0.001
0.007 -0.004 -0.002
-0.010 -0.068 0.051
0.078 0.296 -0.247
0.007 -0.021 0.009
0.088 0.028 -0.001
-0.108 -0.045 -0.016
0.156 0.020 -0.043
-0.033 0.034 0.097
-0.100 -0.019 0.011
-0.009 0.008 0.001
-0.001 -0.010 0.030
0.014 -0.019 -0.016
-0.001 0.001 -0.006
0.001 0.003 -0.032
0.012 -0.014 -0.031

***

Entry 3:
The following is a quantum chemistry calculation of a molecular structure, C5H7NO2, from the Open Molecules 2025 dataset.

For the frontier orbital gap, the calculation gives 0.37340 hartree. For the energy above the lowest of the compared OMol25 structures with the same formula, charge and spin, the calculation gives 479.5 kJ/mol. The total energy comes out at -10878.6477 eV. Its HOMO energy is -9.43 eV. The value obtained for the LUMO energy is 0.7 eV.

Last column: Löwdin charge in e.
Atoms and positions in Å:
C (1.783772, 0.145526, -0.197452)  -0.490
C (0.059626, -0.638148, 0.276876)  -0.302
C (-1.362411, -0.968125, -0.323845)  -0.162
C (-0.914562, 1.403707, 0.209729)  -0.091
C (0.312882, 0.707777, -0.364150)  -0.133
H (2.103992, -1.729574, 0.424721)  0.213
H (-0.102098, -0.367653, 1.340108)  0.153
H (-1.317262, -1.345887, -1.290617)  0.097
H (-1.571663, -1.777153, 0.639476)  0.183
H (-1.191156, 2.510210, -0.113823)  0.164
H (-0.721441, 1.423684, 1.314123)  0.119
H (0.503572, 0.710028, -1.497729)  0.186
N (1.364995, -1.081589, -0.038596)  0.133
O (2.877630, 0.686268, -0.134572)  0.069
O (-1.825879, 0.320924, -0.244255)  -0.140

Atomic forces in eV per Å
2.878 5.849 1.335
-2.535 -0.120 -1.148
3.503 -1.723 6.213
1.483 0.804 -0.305
2.490 -0.071 -1.483
-2.400 1.024 -0.913
0.267 -0.880 -0.303
-0.353 -0.931 -1.580
-1.266 1.946 -3.051
0.075 -2.865 0.121
-0.940 0.113 -0.783
-1.898 -0.145 1.070
2.967 -4.342 0.751
-1.033 -1.169 -0.445
-3.235 2.511 0.522

***

Entry 4:
The following is a quantum chemistry calculation of 7 unconnected molecules or ions with the total composition C39H72BIN8O8P3, from the Open Molecules 2025 dataset.

For the frontier orbital gap, the calculation gives 0.19504 hartree. As for the charge: -1. The total energy comes out at -106553.3056 eV. Its HOMO energy is -3.40 eV. The value obtained for the LUMO energy is 1.9 eV.

Last column: Löwdin charge in e.
Atoms and positions in Å:
C (3.668279, 1.806863, -1.410514)  0.058
C (2.499414, 1.554722, -1.165500)  -0.149
C (1.145527, 0.993744, -0.687210)  -0.150
C (0.451936, -0.067552, -1.648359)  -0.440
P (0.815298, 0.538194, -3.416221)  0.775
O (0.117602, 1.861611, -3.630070)  -0.431
O (-0.938743, 0.298639, -1.534973)  -0.338
P (-1.949613, -0.896437, -0.727154)  0.486
O (-2.963728, -2.276558, -0.319099)  -0.313
C (-3.396730, 0.354959, -0.644613)  -0.243
C (-4.641932, -0.161764, 0.188679)  -0.166
C (-5.702303, -0.890742, -0.707249)  -0.472
N (-5.913591, -2.320558, -0.570504)  0.098
O (-6.416867, -0.297187, -1.517599)  0.000
B (-2.645968, -1.234260, -2.561694)  -0.514
N (-3.492130, -2.451391, -2.936544)  0.078
O (-2.368117, -0.352102, -3.673900)  0.017
P (-1.161324, -0.559069, 1.312643)  0.877
C (-1.937171, -1.674263, 2.601671)  -0.325
C (-1.184754, 1.253483, 1.825150)  -0.347
O (-0.668175, -2.109414, -0.826830)  -0.335
C (0.607522, -1.654790, -1.315602)  -0.386
C (0.769672, -2.515626, -2.637507)  -0.034
C (0.795147, -4.057266, -2.418766)  -0.433
O (-0.064880, -4.737478, -1.905672)  0.110
O (1.928794, -4.735324, -2.925908)  0.021
C (1.582498, -2.109646, -0.154802)  -0.207
C (3.048434, -2.509691, -0.598181)  -0.695
C (3.770417, -1.496173, -1.566548)  -0.162
I (4.210799, -2.679413, 1.269413)  0.732
H (4.766075, 1.887559, -1.617579)  0.023
H (0.441257, 1.869984, -0.645792)  0.120
H (1.237092, 0.643664, 0.378186)  0.090
H (0.229051, -0.391135, -4.330067)  0.011
H (2.207141, 0.574037, -3.714464)  0.009
H (-2.371157, -3.046522, -0.270798)  0.055
H (-3.796238, 0.617817, -1.672942)  0.094
H (-3.108970, 1.351131, -0.194660)  0.077
H (-4.382857, -0.746382, 1.099844)  0.056
H (-5.177368, 0.765048, 0.557508)  0.108
H (-5.140724, -2.836060, -1.018030)  0.059
H (-6.743878, -2.578454, -1.120417)  0.074
H (-2.973243, -2.894872, -3.711263)  0.049
H (-4.333612, -2.053322, -3.388164)  0.062
H (-2.014911, -0.849184, -4.429959)  0.065
H (-1.430729, -2.675987, 2.525553)  0.033
H (-3.052153, -1.745566, 2.572830)  0.013
H (-1.638663, -1.258006, 3.609787)  -0.027
H (-2.042330, 1.557420, 2.479929)  0.027
H (-0.181625, 1.478877, 2.288878)  0.022
H (-1.236562, 1.882883, 0.891824)  0.017
H (1.730907, -2.261329, -3.179642)  0.113
H (-0.042456, -2.317585, -3.390800)  0.119
H (1.679108, -5.682000, -2.889789)  0.100
H (1.122912, -3.041548, 0.282417)  0.127
H (1.664885, -1.386726, 0.688951)  0.052
H (3.079774, -3.532284, -1.041625)  0.045
H (4.380370, -2.121042, -2.287137)  0.085
H (4.507754, -0.880724, -1.002055)  0.037
H (3.065050, -0.907378, -2.196808)  0.030
C (5.138284, 5.049572, -4.708825)  -0.107
C (5.325956, 5.412652, -3.240693)  -0.261
C (6.706948, 5.032900, -2.699906)  -0.187
C (6.918704, 3.585959, -2.691571)  -0.225
N (7.086352, 2.449474, -2.690244)  0.153
H (5.197462, 3.970219, -4.864214)  0.072
H (4.157853, 5.380604, -5.055476)  0.074
H (5.897674, 5.528355, -5.332006)  0.074
H (4.543992, 4.931896, -2.646613)  0.108
H (5.193843, 6.492149, -3.126706)  0.107
H (6.805338, 5.407607, -1.677677)  0.118
H (7.488491, 5.516702, -3.291237)  0.120
C (4.807044, -9.312868, -2.216433)  -0.113
C (3.512110, -8.536322, -2.009734)  -0.265
C (3.686899, -7.300217, -1.124928)  -0.194
C (4.060349, -7.647067, 0.247343)  -0.230
N (4.357126, -7.926932, 1.321317)  0.146
H (5.188075, -9.711565, -1.273728)  0.072
H (4.637616, -10.156324, -2.888800)  0.070
H (5.578806, -8.677896, -2.658130)  0.076
H (2.756400, -9.200605, -1.582193)  0.114
H (3.137557, -8.214648, -2.986014)  0.104
H (2.746990, -6.742764, -1.101869)  0.105
H (4.438464, -6.634095, -1.556017)  0.124
C (-8.298932, 1.959027, 3.610988)  -0.118
C (-8.686822, 1.184693, 2.356916)  -0.259
C (-8.567106, -0.330843, 2.524223)  -0.188
C (-7.183928, -0.759122, 2.734382)  -0.216
N (-6.097953, -1.097070, 2.891421)  0.187
H (-7.248823, 1.802078, 3.868837)  0.077
H (-8.445372, 3.029721, 3.451064)  0.055
H (-8.911708, 1.656849, 4.464743)  0.073
H (-8.068852, 1.519550, 1.519763)  0.115
H (-9.723424, 1.425244, 2.103734)  0.107
H (-8.951836, -0.818690, 1.624902)  0.119
H (-9.189055, -0.667299, 3.357989)  0.116
C (-1.059681, 3.337186, 5.280755)  -0.108
C (-1.869276, 2.877721, 6.486164)  -0.282
C (-1.278083, 1.643917, 7.172933)  -0.196
C (-1.308526, 0.459417, 6.313208)  -0.203
N (-1.331386, -0.469848, 5.637889)  0.172
H (-1.044965, 2.578229, 4.495787)  0.049
H (-1.498087, 4.242408, 4.857751)  0.062
H (-0.026970, 3.559871, 5.563354)  0.074
H (-2.897064, 2.679501, 6.174845)  0.083
H (-1.908797, 3.694459, 7.213166)  0.103
H (-1.850417, 1.432010, 8.080097)  0.113
H (-0.250878, 1.846269, 7.487264)  0.117
C (11.381539, 0.408426, -5.722223)  -0.116
C (10.150315, 0.334241, -4.826452)  -0.266
C (8.854148, 0.692863, -5.555046)  -0.198
C (8.830601, 2.088388, -5.994506)  -0.243
N (8.810562, 3.186644, -6.332696)  0.138
H (11.551841, 1.425024, -6.083863)  0.071
H (12.270187, 0.100848, -5.167516)  0.069
H (11.277791, -0.251159, -6.587354)  0.073
H (10.289956, 0.991133, -3.964153)  0.112
H (10.060036, -0.684102, -4.439138)  0.108
H (8.009215, 0.524400, -4.882125)  0.108
H (8.711856, 0.032608, -6.414439)  0.119
C (-7.529385, 4.166705, 7.371644)  -0.106
C (-7.409908, 5.523625, 6.687699)  -0.263
C (-6.923683, 5.424995, 5.240486)  -0.186
C (-5.556969, 4.909882, 5.146910)  -0.207
N (-4.486136, 4.500632, 5.073938)  0.182
H (-6.558977, 3.671615, 7.449289)  0.074
H (-7.921496, 4.287902, 8.383317)  0.071
H (-8.207457, 3.509084, 6.822464)  0.070
H (-6.738677, 6.163193, 7.267255)  0.111
H (-8.391447, 6.005842, 6.692163)  0.107
H (-6.955666, 6.417918, 4.784569)  0.119
H (-7.597787, 4.789352, 4.661716)  0.097

Atomic forces in eV per Å
-0.062 -0.260 0.017
0.561 -0.855 0.701
1.061 1.202 -0.203
-0.744 0.781 0.704
-2.254 1.765 -0.273
1.418 -1.017 0.174
2.142 -0.757 1.083
-3.044 -1.119 -2.695
0.662 0.400 1.566
-1.145 0.806 0.455
-0.586 0.500 -0.167
-0.436 -0.761 -0.606
0.228 0.650 -0.593
0.757 0.030 1.263
0.337 -0.475 -1.372
0.123 0.643 -0.546
0.467 -0.859 0.816
1.612 0.053 0.953
-0.087 0.470 0.731
-0.421 0.456 -0.189
1.225 1.106 -0.921
-1.527 -1.075 0.559
1.606 -0.221 -0.803
-0.431 -0.942 0.377
0.752 0.955 -0.577
-0.893 0.814 0.054
1.192 -0.624 -0.258
-0.537 0.607 -0.426
0.760 -1.324 -0.113
-0.215 -0.184 -0.596
-1.828 0.093 0.228
0.602 -1.000 -0.266
-0.005 0.044 -1.151
0.654 -0.122 0.410
-0.279 -0.426 0.178
-0.394 0.388 -0.101
0.558 -0.206 0.904
-0.016 -1.038 -0.446
-0.060 0.244 -1.008
0.312 -0.961 -0.420
0.268 0.357 0.874
0.387 0.557 0.189
-0.416 0.004 0.222
0.400 -0.303 0.011
-0.751 0.212 0.106
-0.723 0.909 -0.134
0.922 -0.176 -0.059
-0.337 -0.468 -1.211
0.778 -0.160 -0.384
-1.172 -0.179 -0.156
-0.031 -0.682 0.836
-0.895 -0.285 0.534
0.507 -0.164 1.126
0.048 0.631 0.137
0.303 1.039 -0.448
-0.467 -0.340 -0.931
-0.045 0.826 0.503
-0.528 0.674 0.668
-0.924 -0.069 -0.628
0.597 -0.237 0.858
-0.033 -0.008 -0.016
-0.290 0.005 -0.272
-0.208 0.311 0.188
0.197 -0.001 -0.061
-0.036 0.025 -0.029
0.033 0.044 0.003
0.047 -0.046 0.006
-0.005 -0.054 0.005
0.107 0.019 0.047
0.093 -0.061 0.112
0.083 -0.159 -0.007
0.026 -0.193 -0.037
-0.019 -0.080 0.000
0.144 -0.249 -0.150
-0.304 0.000 -0.192
0.094 0.116 0.082
-0.030 -0.053 -0.161
-0.002 0.066 -0.019
0.049 0.034 0.024
-0.010 -0.025 0.027
-0.008 0.125 0.019
-0.039 0.069 0.095
0.094 0.054 0.203
0.031 -0.017 0.144
0.082 0.024 0.014
-0.011 0.326 0.091
-0.179 0.107 -0.298
-0.006 -0.155 0.052
-0.136 0.081 0.177
-0.041 -0.035 0.002
-0.013 -0.041 0.008
0.027 0.011 0.000
-0.038 -0.138 0.000
0.043 -0.113 -0.053
0.138 -0.078 0.049
0.135 -0.025 0.037
-0.024 0.005 -0.052
0.020 0.225 -0.228
-0.220 0.227 0.171
0.135 -0.084 0.017
0.037 0.213 0.358
0.028 0.020 0.043
0.004 -0.071 0.002
-0.008 -0.028 -0.013
0.070 -0.024 0.074
-0.040 -0.125 0.065
0.056 -0.145 -0.058
0.012 -0.130 -0.109
0.041 0.041 0.042
0.360 -0.063 -0.014
-0.085 -0.217 0.333
-0.128 0.066 -0.089
0.061 -0.124 0.061
-0.040 -0.042 -0.022
-0.019 0.009 -0.061
0.017 0.033 0.011
-0.143 -0.030 -0.038
-0.130 0.082 0.003
-0.028 0.179 -0.074
0.024 0.148 -0.061
0.037 0.010 0.065
-0.124 -0.165 0.294
-0.155 0.332 0.089
0.000 -0.113 -0.158
-0.120 0.099 0.086
-0.042 -0.001 -0.057
0.011 -0.044 -0.045
0.042 0.000 0.013
-0.008 0.018 -0.122
0.087 0.046 -0.104
0.120 -0.090 -0.073
0.152 -0.069 0.007